one.
The following is a quantum chemistry calculation of C12H25N3O3 in the gas phase, from OMol25.

Charge: 0
Gap between HOMO and LUMO (eV): 10.016
Molecular weight (g/mol): 259.3
Highest occupied orbital energy (eV): -9.358

CARTESIAN COORDINATES (ANGSTROEM)
C1 -1.17014 -1.26929 1.42330
C2 0.23298 -1.84035 1.09223
C3 -1.28729 -0.76193 2.84763
C4 -0.30135 0.38311 3.02401
C5 -2.73977 -0.28138 3.08631
C6 -3.73451 -1.23930 3.71395
C7 0.77960 0.04407 -0.56050
C8 -0.37625 -0.15053 -1.64698
C9 2.07246 0.52431 -1.24038
C10 2.07248 2.00178 -1.72560
C11 2.97631 2.25553 -2.89217
C12 2.27309 1.94890 -4.24581
H1 -2.16955 -2.97109 1.79106
H2 -2.11040 -2.54414 0.15073
H3 -1.28856 -0.39729 0.79943
H4 -1.05273 -1.50383 3.61807
H5 0.72125 0.03593 3.16301
H6 -0.29911 1.15186 2.23156
H7 -0.53014 0.91928 3.92543
H8 -3.14207 -0.00862 2.07678
H9 -2.77102 0.67995 3.62338
H10 -3.89920 -2.12333 3.06899
H11 -3.44838 -1.59586 4.71676
H12 -4.70193 -0.73838 3.86973
H13 1.94034 -1.64488 0.06689
H14 0.41880 0.85609 0.14677
H15 2.86727 0.32837 -0.51072
H16 2.35552 -0.11702 -2.10528
H17 1.07183 2.31878 -1.76903
H18 2.44014 2.48662 -0.86636
H19 3.87965 1.62443 -2.86969
H20 3.34347 3.31489 -2.94946
H21 3.01789 1.73222 -4.99094
H22 1.80317 2.83942 -4.56293
H23 0.99479 0.66045 -5.10511
H24 0.55670 1.12021 -3.64793
H25 -0.09699 -2.10247 -1.56274
N1 -2.22296 -2.18991 1.08785
N2 1.01739 -1.18535 0.15068
N3 1.37456 0.77517 -4.19401
O1 0.80704 -2.66884 1.77984
O2 -0.98045 0.77116 -2.05462
O3 -0.69393 -1.43874 -1.95408

***

two.
The following is a quantum chemistry calculation of C12H25N3O3 in the gas phase, from OMol25.

Charge: 0
Gap between HOMO and LUMO (eV): 9.567
Molecular weight (g/mol): 259.3
Highest occupied orbital energy (eV): -9.114

CARTESIAN COORDINATES (ANGSTROEM)
C1 -1.36073 -1.33749 0.01972
C2 -0.77949 0.05745 -0.29339
C3 -2.87175 -1.38475 -0.30717
C4 -3.58114 -0.01742 -0.25744
C5 -4.90827 -0.25172 -0.84970
C6 -3.69326 0.52650 1.15224
C7 1.10511 1.44781 0.45606
C8 0.51114 2.85059 0.44545
C9 1.87565 1.40710 -0.90438
C10 2.73182 0.24818 -1.14517
C11 3.92869 0.16700 -0.25343
C12 4.79682 -1.14214 -0.48944
H1 -1.68332 -1.30999 2.10278
H2 -1.45116 -2.79695 1.38276
H3 -0.74381 -2.01389 -0.55308
H4 -2.93154 -1.77537 -1.30289
H5 -3.43932 -2.06029 0.32935
H6 -3.12461 0.60081 -0.98668
H7 -4.79226 -0.52604 -1.92226
H8 -5.38750 -1.00836 -0.26334
H9 -5.53596 0.65819 -0.89051
H10 -4.25539 1.42439 1.18710
H11 -4.20983 -0.14812 1.82218
H12 -2.64345 0.76338 1.60121
H13 0.37496 -0.30845 1.39947
H14 1.83875 1.31931 1.31134
H15 1.00541 1.40688 -1.64198
H16 2.50736 2.28879 -0.80762
H17 2.00293 -0.63822 -0.95996
H18 2.92486 0.27746 -2.23530
H19 3.50788 0.07896 0.87957
H20 4.53251 1.05608 -0.32350
H21 4.30392 -2.12173 -0.54433
H22 5.35748 -1.03948 -1.43995
H23 4.86261 -1.41976 1.52898
H24 6.22972 -2.14375 0.85319
H25 -0.93672 2.08624 -0.57993
N1 -1.09093 -1.85818 1.41979
N2 0.18944 0.39613 0.69396
N3 5.54464 -1.28192 0.74711
O1 -1.05899 0.76677 -1.18407
O2 0.90453 3.72399 1.10037
O3 -0.55677 3.03200 -0.29710

***

Each structure's energy above the most stable one, in eV: one 0.000; two 1.471.

***

one.
The following is a quantum chemistry calculation of a molecular structure, C49H50ClLuN5O4S7Si, from OMol25.

Charge: -1
Gap between HOMO and LUMO (alpha / beta) (eV): 4.432 / 4.513
Molecular weight (g/mol): 1235.9
Highest occupied orbital energy (alpha / beta) (eV): -3.175 / -3.256

CARTESIAN COORDINATES (ANGSTROEM)
Lu1 0.14027 -1.42335 -1.13972
N1 -1.39704 -0.23656 0.01961
S1 -1.98675 0.57739 1.05057
N2 -1.10712 1.91736 1.59350
S2 0.06754 2.01714 2.57745
N3 1.29663 1.08403 2.61300
S3 1.80083 0.25286 1.23482
N4 1.01439 -0.92268 0.90471
C1 2.00591 1.67954 0.13505
C2 1.03563 1.97134 -0.80948
C3 1.16185 3.12389 -1.56720
C4 2.23836 3.97718 -1.36981
C5 3.19753 3.68022 -0.41205
C6 3.08382 2.52465 0.34584
C7 3.43859 -0.20456 1.80760
C8 4.00062 -1.26437 1.11140
C9 5.18417 -1.81647 1.57141
C10 5.77818 -1.32381 2.72656
C11 5.20036 -0.26916 3.41968
C12 4.02114 0.29883 2.96058
C13 0.63330 3.69198 2.34316
C14 1.73812 4.10239 3.07827
C15 2.22876 5.38220 2.90224
C16 1.61810 6.24065 1.99455
C17 0.51767 5.81705 1.26372
C18 0.01614 4.53664 1.43636
C19 -0.49906 2.07222 4.26466
C20 0.17172 1.40172 5.27435
C21 -0.32641 1.45871 6.56447
C22 -1.48150 2.17850 6.83643
C23 -2.14211 2.85211 5.81537
C24 -1.64982 2.80384 4.52497
C25 -2.41584 -0.25628 2.59882
C26 -1.36959 -0.97753 3.15340
C27 -1.56605 -1.65907 4.34256
C28 -2.80025 -1.60370 4.97300
C29 -3.85395 -0.92439 4.38294
C30 -3.67333 -0.25851 3.17852
C31 -3.40175 1.53321 0.50312
C32 -3.65133 1.48762 -0.85596
C33 -4.68814 2.25592 -1.36575
C34 -5.46709 3.02878 -0.51549
C35 -5.19699 3.06815 0.84771
C36 -4.14569 2.32643 1.36296
H1 0.19555 1.30967 -0.97277
H2 0.41823 3.34098 -2.32326
H3 2.33670 4.87463 -1.96810
H4 4.04224 4.34104 -0.26359
H5 3.83758 2.27157 1.08131
H6 3.48655 -1.64700 0.23534
H7 5.62878 -2.64558 1.03773
H8 6.68568 -1.77975 3.10152
H9 5.65841 0.10391 4.32688
H10 3.53786 1.10635 3.49309
H11 2.20322 3.41015 3.77004
H12 3.08970 5.71217 3.46855
H13 2.00593 7.24188 1.85894
H14 0.05171 6.48443 0.55084
H15 -0.82971 4.16704 0.87138
H16 1.05741 0.83242 5.02371
H17 0.18097 0.92997 7.36056
H18 -1.87031 2.21663 7.84543
H19 -3.04263 3.41304 6.02742
H20 -2.14154 3.32087 3.70966
H21 -0.42647 -1.04073 2.62866
H22 -0.75631 -2.24531 4.75621
H23 -2.94592 -2.11439 5.91677
H24 -4.83206 -0.92709 4.84670
H25 -4.51221 0.22107 2.69163
H26 -3.02901 0.86101 -1.49230
H27 -4.88210 2.24820 -2.42986
H28 -6.29206 3.60787 -0.91111
H29 -5.80503 3.67587 1.50581
H30 -3.89796 2.36588 2.41613
S4 -1.20517 -3.15753 1.09588
S5 -1.93447 -4.44887 2.32512
S6 -3.79293 -4.20358 -0.91243
S7 -2.51117 -2.76128 -0.58589
Cl1 -1.10669 -0.23247 -2.95013
O1 0.58319 -4.20122 -0.10457
N5 1.19980 -3.44641 -0.79117
C37 4.65423 0.49668 -2.03823
Si1 3.12121 -0.33903 -2.81404
C38 3.73703 -1.95324 -3.60864
C39 2.56565 0.79561 -4.23133
O2 1.97957 -0.57286 -1.73031
H31 5.53708 0.34313 -2.66396
H32 4.87510 0.09569 -1.04543
H33 4.50488 1.57417 -1.92880
H34 4.79453 -1.88536 -3.87762
H35 3.17438 -2.18376 -4.51656
H36 3.60892 -2.80155 -2.93102
H37 3.32745 0.87380 -5.01213
H38 2.34738 1.80233 -3.86398
H39 1.64815 0.41055 -4.68369
C40 -4.45155 -3.91012 -6.36170
C41 -3.12530 -4.06660 -5.66512
C42 -2.09773 -3.15269 -5.85807
C43 -0.91335 -3.23292 -5.13780
C44 0.21062 -2.26516 -5.39129
C45 -0.76742 -4.26405 -4.20990
C46 -1.75468 -5.23760 -4.04642
C47 -1.60485 -6.36744 -3.06562
C48 -2.92354 -5.12216 -4.78910
C49 0.39026 -4.27113 -3.24371
O3 1.30409 -5.05835 -3.26653
O4 0.27391 -3.29539 -2.34369
H40 -4.44535 -3.04111 -7.02010
H41 -5.24301 -3.77392 -5.62155
H42 -4.69667 -4.79775 -6.94910
H43 -2.23036 -2.33616 -6.56099
H44 -0.12909 -1.42825 -5.99997
H45 1.02893 -2.77310 -5.91060
H46 0.60604 -1.85978 -4.46198
H47 -0.56123 -6.62574 -2.90179
H48 -2.13660 -7.24977 -3.42530
H49 -2.05489 -6.08130 -2.11098
H50 -3.70933 -5.85319 -4.63097

***

two.
The following is a quantum chemistry calculation of a molecular structure, C49H50ClLuN5O4S7Si, from OMol25.

Charge: -1
Gap between HOMO and LUMO (eV): 3.226
Molecular weight (g/mol): 1235.9
Highest occupied orbital energy (eV): -2.104

CARTESIAN COORDINATES (ANGSTROEM)
Lu1 -0.37670 -1.56383 -1.13256
N1 -1.60997 0.27732 -0.37193
S1 -2.34275 0.90825 0.69461
N2 -1.63582 2.30736 1.39103
S2 -0.49506 2.33636 2.41338
N3 0.71336 1.38925 2.48037
S3 1.42741 0.57775 1.17336
N4 0.71691 -0.55474 0.64856
C1 1.85589 2.00794 0.14467
C2 0.85075 2.46814 -0.69506
C3 1.04119 3.65515 -1.38700
C4 2.23207 4.35725 -1.26311
C5 3.25210 3.86004 -0.46070
C6 3.06936 2.68078 0.24939
C7 2.93940 0.12875 1.99759
C8 3.36950 -1.14415 1.66837
C9 4.52162 -1.63020 2.27187
C10 5.22039 -0.84380 3.17772
C11 4.76391 0.43034 3.51019
C12 3.60924 0.92256 2.92389
C13 0.02776 4.04559 2.34984
C14 1.15233 4.39875 3.08003
C15 1.56938 5.72092 3.08083
C16 0.85643 6.67431 2.36512
C17 -0.27202 6.30902 1.64734
C18 -0.69331 4.98557 1.63363
C19 -1.10625 2.26644 4.08608
C20 -0.42322 1.56801 5.06525
C21 -0.93398 1.55647 6.35534
C22 -2.10855 2.23238 6.64733
C23 -2.78334 2.92848 5.65243
C24 -2.28082 2.94951 4.36197
C25 -2.80250 0.08626 2.22127
C26 -1.82168 -0.65530 2.85838
C27 -2.06924 -1.12685 4.13901
C28 -3.27393 -0.85071 4.77030
C29 -4.26666 -0.14854 4.09855
C30 -4.04160 0.32142 2.81409
C31 -3.82224 1.72546 0.10645
C32 -4.19081 1.32537 -1.16639
C33 -5.26394 1.95942 -1.77956
C34 -5.94464 2.97263 -1.11787
C35 -5.56463 3.35915 0.16366
C36 -4.49233 2.73679 0.78369
H1 -0.06500 1.89189 -0.80659
H2 0.25530 4.01816 -2.04252
H3 2.37629 5.28334 -1.80787
H4 4.19582 4.38756 -0.38667
H5 3.86857 2.28757 0.86297
H6 2.77456 -1.74573 0.97790
H7 4.86283 -2.63063 2.03872
H8 6.11959 -1.22681 3.64543
H9 5.30440 1.03257 4.23185
H10 3.21957 1.89784 3.18642
H11 1.68288 3.63898 3.64277
H12 2.44902 6.00921 3.64270
H13 1.18200 7.70795 2.37121
H14 -0.82690 7.05608 1.09184
H15 -1.56291 4.66203 1.07318
H16 0.47915 1.02938 4.80068
H17 -0.41625 1.00662 7.13175
H18 -2.50476 2.21459 7.65524
H19 -3.70321 3.45184 5.88136
H20 -2.78665 3.48624 3.56680
H21 -0.89766 -0.89856 2.34838
H22 -1.31471 -1.74198 4.61703
H23 -3.46286 -1.23372 5.76731
H24 -5.22807 0.02593 4.56824
H25 -4.82160 0.85170 2.28536
H26 -3.62502 0.52813 -1.64798
H27 -5.56043 1.66083 -2.77744
H28 -6.77241 3.47422 -1.60509
H29 -6.09897 4.15191 0.67347
H30 -4.16877 3.03477 1.77217
S4 -2.61353 -2.76364 0.31629
S5 -2.38727 -3.71690 2.08372
S6 -0.24687 -3.87040 2.46462
S7 0.69208 -3.64749 0.69402
Cl1 -0.08533 0.20750 -3.20463
O1 1.51673 2.02678 -3.98293
N5 1.50455 1.27657 -3.16034
C37 -1.51465 -2.84307 -5.08337
Si1 -2.55687 -2.86107 -3.50261
C38 -2.47629 -4.61450 -2.84238
C39 -4.33082 -2.53490 -4.06303
O2 -2.06647 -1.76473 -2.43471
H31 -1.94426 -3.48973 -5.85820
H32 -0.49902 -3.19870 -4.86812
H33 -1.43728 -1.82630 -5.49644
H34 -2.54038 -5.36535 -3.64235
H35 -3.27202 -4.80502 -2.11673
H36 -1.52486 -4.74508 -2.31896
H37 -4.62390 -3.25030 -4.84236
H38 -4.43290 -1.52208 -4.47672
H39 -5.03062 -2.63198 -3.22501
C40 5.41678 -5.40297 -5.87421
C41 4.43358 -4.69316 -4.97536
C42 3.86606 -5.33504 -3.88508
C43 2.95484 -4.69952 -3.04368
C44 2.35646 -5.45009 -1.88152
C45 2.62406 -3.36339 -3.30106
C46 3.19563 -2.69132 -4.38863
C47 2.85866 -1.25445 -4.69270
C48 4.08283 -3.37112 -5.21477
C49 1.61952 -2.66973 -2.40887
O3 0.47252 -3.18513 -2.29008
O4 1.92357 -1.61168 -1.78906
H40 5.51740 -6.45065 -5.58832
H41 6.40463 -4.93903 -5.81219
H42 5.09762 -5.36160 -6.91757
H43 4.12798 -6.36961 -3.68106
H44 2.79714 -6.44482 -1.80162
H45 1.27710 -5.54609 -1.99281
H46 2.50841 -4.92379 -0.93834
H47 1.80882 -1.15560 -4.98557
H48 3.47892 -0.87957 -5.50919
H49 3.01342 -0.63609 -3.80914
H50 4.50724 -2.84819 -6.06896

***

Each structure's energy above the most stable one, in eV: one 0.363; two 0.000.

***

one.
The following is a quantum chemistry calculation of 5 unconnected molecules or ions with the total composition H9O4S, from OMol25.

Charge: 0
2S+1: 2
Gap between HOMO and LUMO (alpha / beta) (eV): 10.987 / 7.268
Molecular weight (g/mol): 105.1
Highest occupied orbital energy (alpha / beta) (eV): -10.974 / -10.875
<S²>: 0.7527

CARTESIAN COORDINATES (ANGSTROEM)
S1 0.51584 -1.30643 2.19013
H1 1.09119 -0.10698 2.37374
H2 0.33632 -2.16676 -1.72398
H3 1.77252 -2.69545 -1.49206
O1 1.21740 -2.20319 -2.10767
H4 -1.09212 2.30959 1.30896
H5 -1.79526 2.15528 0.02262
O2 -1.38638 2.84400 0.56460
H6 -1.37286 -0.53080 0.85870
H7 -2.90702 -0.40389 0.87278
O3 -2.10671 0.02458 0.55543
H8 1.74550 0.38355 -1.83791
H9 1.79104 0.72516 -0.37143
O4 2.19053 0.97133 -1.21390

***

two.
The following is a quantum chemistry calculation of 5 unconnected molecules or ions with the total composition H9O4S, from OMol25.

Charge: 0
2S+1: 2
Gap between HOMO and LUMO (alpha / beta) (eV): 11.072 / 7.214
Molecular weight (g/mol): 105.1
Highest occupied orbital energy (alpha / beta) (eV): -10.925 / -10.476
<S²>: 0.7527

CARTESIAN COORDINATES (ANGSTROEM)
S1 -0.26354 2.62712 -1.49192
H1 0.83470 1.89649 -1.22345
H2 0.74094 -0.49966 -0.98724
H3 1.73987 -0.27198 -2.10279
O1 1.67466 -0.30360 -1.14102
H4 -1.67527 0.90690 -0.08232
H5 -0.86480 0.81303 1.21303
O2 -1.61467 0.41186 0.75109
H6 -1.27238 -2.39536 -0.63069
H7 -1.69402 -1.47482 0.57433
O3 -1.36081 -2.36030 0.32561
H8 0.95828 -0.52673 1.62983
H9 1.54691 0.84604 1.20535
O4 1.25014 0.33099 1.96016

***

Each structure's energy above the most stable one, in eV: one 0.304; two 0.000.

***

one.
The following is a quantum chemistry calculation of a gas-phase ion, HO5S2 (charge -1), from OMol25.

Charge: -1
Gap between HOMO and LUMO (eV): 9.187
Molecular weight (g/mol): 145.1
Highest occupied orbital energy (eV): -5.528

CARTESIAN COORDINATES (ANGSTROEM)
O1 2.60167 -1.69823 -1.41718
O2 0.11102 -1.78570 -1.45174
O3 0.52459 -0.86665 2.22305
O4 1.29412 0.32608 -0.25691
O5 0.70707 1.56155 1.91622
S1 1.32477 -1.59096 -0.62982
S2 1.36509 0.26791 1.75501
H1 1.96013 0.91104 -0.57213

***

two.
The following is a quantum chemistry calculation of a molecular structure, HO5S2, from OMol25.

Charge: -1
Gap between HOMO and LUMO (eV): 7.821
Molecular weight (g/mol): 145.1
Highest occupied orbital energy (eV): -4.095

CARTESIAN COORDINATES (ANGSTROEM)
O1 0.03184 0.64276 1.08591
O2 1.83621 -0.31729 3.13774
O3 3.57250 -1.45584 1.84664
O4 -0.68015 -0.58944 -0.89789
O5 -0.11722 -1.57527 -0.06740
S1 0.57252 -0.64989 1.42206
S2 2.67127 -0.30700 1.89230
H1 -0.50757 0.20066 -0.35329

***

Each structure's energy above the most stable one, in eV: one 0.000; two 3.771.